# 1
C35H37BCl3N8O4S5Zr | ωB97M-V/def2-TZVPD

```
94
Properties=species:S:1:pos:R:3:mulliken_charge:R:1
Zr 0.511 -0.115 0.607 -0.43
O 0.166 3.660 -1.704 -0.73
C 1.064 4.403 -1.013 0.55
C 1.327 5.672 -1.530 -0.68
C 2.222 6.508 -0.899 -0.32
C 2.883 6.102 0.266 -0.81
C 2.627 4.851 0.772 -0.67
C 1.720 3.979 0.149 -0.08
C 1.504 2.649 0.735 0.95
O 0.585 1.842 0.161 -0.19
N 2.185 2.258 1.751 -0.95
N 1.832 0.949 2.107 0.71
C 2.492 0.477 3.102 -0.09
S 2.133 -1.125 3.708 0.21
C 3.766 -1.304 4.465 -0.62
C 4.091 0.043 5.085 -0.61
S 3.795 1.328 3.844 0.01
H 0.027 2.819 -1.240 0.32
H 0.808 5.972 -2.432 0.47
H 2.409 7.494 -1.309 0.39
H 3.584 6.759 0.762 0.42
H 3.125 4.510 1.671 0.50
H 4.483 -1.577 3.693 0.28
H 3.703 -2.099 5.207 0.42
H 5.140 0.109 5.376 0.43
H 3.462 0.237 5.951 0.31
C 4.538 0.804 -1.111 -0.79
N 4.020 -0.379 -1.800 0.32
C 4.202 -0.668 -3.143 -0.54
C 3.542 -1.819 -3.375 -0.43
N 2.962 -2.226 -2.185 0.16
B 2.086 -3.500 -2.024 0.00
N 0.519 -3.119 -2.110 0.62
C -0.375 -4.156 -2.322 -1.14
C -1.592 -3.630 -2.544 -0.27
N -1.448 -2.259 -2.452 0.27
C -2.489 -1.307 -2.856 -0.82
C -0.148 -1.970 -2.195 0.16
S 0.430 -0.321 -1.985 -0.50
C 3.267 -1.336 -1.240 -0.41
S 2.795 -1.390 0.438 -0.15
H 5.242 1.299 -1.771 0.35
H 5.037 0.510 -0.194 0.32
H 3.732 1.490 -0.868 0.22
H 4.777 -0.031 -3.794 0.45
H 3.429 -2.394 -4.279 0.51
H 2.292 -4.040 -0.962 -0.04
H 2.306 -4.213 -2.985 -0.18
H -0.052 -5.183 -2.295 0.55
H -2.545 -4.095 -2.737 0.52
H -3.456 -1.767 -2.661 0.32
H -2.405 -1.079 -3.916 0.29
H -2.392 -0.397 -2.276 0.28
Cl -2.590 -4.002 6.068 -0.22
C -1.896 -3.346 4.616 -0.10
C -1.775 -1.978 4.478 -0.76
C -1.254 -1.508 3.290 1.29
Cl -0.926 0.211 3.102 -0.09
C -0.873 -2.322 2.235 -0.61
O -0.437 -1.779 1.088 0.94
C -0.943 -3.695 2.446 0.25
Cl -0.355 -4.765 1.236 -0.17
C -1.462 -4.207 3.622 -0.53
H -2.060 -1.303 5.275 0.56
H -1.526 -5.279 3.757 0.49
C -6.556 2.044 2.012 -1.09
C -5.089 2.432 1.848 -0.36
C -4.110 1.440 2.456 -0.97
N -4.169 0.113 1.815 0.46
C -3.407 -0.282 0.819 0.01
S -2.259 0.750 0.077 -0.33
N -3.542 -1.556 0.319 0.60
C -4.213 -2.716 0.782 0.33
O -3.791 -3.783 0.420 -0.52
C -5.432 -2.602 1.635 -0.16
C -6.486 -1.772 1.269 0.11
C -7.650 -1.766 2.025 -0.47
C -7.747 -2.576 3.151 -0.55
C -6.691 -3.406 3.513 -0.74
C -5.537 -3.433 2.745 -0.58
H -7.215 2.819 1.620 0.41
H -6.813 1.895 3.067 0.30
H -6.792 1.119 1.479 0.15
H -4.905 3.395 2.332 0.43
H -4.839 2.557 0.791 0.21
H -4.318 1.284 3.515 0.52
H -3.090 1.800 2.355 0.27
H -4.886 -0.521 2.139 0.03
H -2.804 -1.794 -0.334 -0.35
H -6.405 -1.150 0.383 0.50
H -8.480 -1.133 1.733 0.48
H -8.654 -2.566 3.743 0.41
H -6.772 -4.043 4.386 0.44
H -4.714 -4.092 2.997 0.54
```

net charge	+1
energy relative to the best compared isomer or geometry (same formula, charge and spin)	19.93	kcal per mole
Kohn-Sham gap	7.5765	eV
LUMO level	-2.8	eV

# 2
C35H37FN6O6S2Zr | ωB97M-V/def2-TZVPD

```
88
Properties=species:S:1:pos:R:3:mulliken_charge:R:1
Zr 0.634 -0.959 2.256 1.29
C 2.430 -1.496 -1.004 -0.77
C 3.395 -1.672 0.130 0.80
C 4.673 -2.164 -0.224 -1.04
C 5.625 -2.351 0.725 -0.92
C 5.333 -2.010 2.060 1.16
C 6.301 -2.156 3.079 -0.89
C 6.003 -1.797 4.360 -0.74
C 4.734 -1.277 4.658 -0.68
C 3.771 -1.129 3.688 0.99
S 2.233 -0.420 4.124 -0.60
C 4.043 -1.508 2.349 -0.33
N 3.064 -1.375 1.382 0.22
H 2.970 -1.517 -1.947 0.56
H 1.911 -0.546 -0.924 -0.15
H 1.696 -2.300 -1.012 0.08
H 4.867 -2.393 -1.262 0.46
H 6.605 -2.738 0.474 0.46
H 7.275 -2.549 2.816 0.41
H 6.735 -1.901 5.149 0.42
H 4.503 -0.975 5.671 0.48
F -0.226 5.099 -0.770 -0.34
C -0.731 3.922 -1.187 0.24
C -0.252 2.777 -0.628 -0.33
C -0.795 1.539 -0.992 1.03
C -0.373 0.337 -0.312 1.46
O 0.492 0.445 0.629 -1.52
C -0.992 -0.872 -0.700 0.57
C -1.978 -0.828 -1.654 -0.69
N -2.380 0.280 -2.281 0.27
C -3.489 0.206 -3.215 -0.34
C -3.530 -0.924 -4.194 -1.00
C -3.230 0.465 -4.672 -0.46
C -1.821 1.503 -1.944 -0.77
C -2.283 2.693 -2.520 -0.43
C -1.765 3.920 -2.145 -1.38
N -2.281 5.097 -2.715 0.20
C -3.718 5.295 -2.796 -0.76
C -4.063 5.749 -4.217 -0.73
N -2.893 6.549 -4.745 -0.13
C -2.237 7.337 -3.650 -0.80
C -1.551 6.360 -2.687 -0.68
C -0.772 -2.221 -0.055 0.18
O -1.518 -3.136 -0.313 -0.74
O 0.258 -2.310 0.750 0.01
H 0.517 2.824 0.129 0.59
H -2.493 -1.744 -1.908 0.97
H -4.423 0.541 -2.781 0.50
H -4.498 -1.352 -4.407 0.27
H -2.711 -1.629 -4.191 0.35
H -3.988 0.995 -5.232 0.32
H -2.208 0.672 -4.958 0.23
H -3.056 2.648 -3.272 0.85
H -4.049 6.040 -2.064 0.32
H -4.251 4.376 -2.565 0.51
H -4.944 6.386 -4.249 0.38
H -4.200 4.909 -4.895 0.44
H -3.198 7.164 -5.500 0.35
H -2.206 5.903 -5.137 0.38
H -3.028 7.909 -3.171 0.37
H -1.526 8.031 -4.091 0.40
H -1.518 6.830 -1.701 0.40
H -0.523 6.182 -3.003 0.51
N -0.170 0.993 3.570 -0.55
N -1.264 1.521 2.859 -0.15
C -1.985 0.563 2.121 0.44
O -2.952 0.892 1.471 -0.68
O -1.453 -0.626 2.192 -0.51
H -0.422 0.688 4.510 0.31
H 0.568 1.686 3.646 0.29
H -1.809 2.239 3.314 0.28
C -1.009 -4.583 4.803 -1.11
S -0.704 -3.858 3.199 0.51
O -0.002 -2.541 3.590 -0.35
C 0.636 -4.880 2.634 0.56
C 0.347 -5.888 1.729 -0.51
C 1.386 -6.682 1.264 -0.64
C 2.686 -6.442 1.688 -0.56
C 2.959 -5.412 2.580 -0.65
C 1.930 -4.622 3.066 -0.42
H -0.095 -4.537 5.392 0.34
H -1.318 -5.616 4.646 0.43
H -1.813 -4.018 5.270 0.45
H -0.665 -6.034 1.371 0.41
H 1.182 -7.477 0.560 0.42
H 3.493 -7.059 1.317 0.43
H 3.975 -5.225 2.903 0.47
H 2.128 -3.814 3.762 0.55
```

net charge	+2
energy relative to the best compared isomer or geometry (same formula, charge and spin)	6.43	kcal per mole
Kohn-Sham gap	6.6616	eV
LUMO level	-5.0	eV

# 3
C35H37Ge2MnN2O4S2 | ωB97M-V/def2-TZVPD

```
83
Properties=species:S:1:pos:R:3:lowdin_spin:R:1
Mn -1.064 -0.691 -1.091 3.18
C 1.886 2.361 -2.612 0.00
O 2.019 1.462 -3.708 0.00
C 2.330 0.165 -3.341 0.02
C 3.543 -0.346 -3.803 0.13
C 3.918 -1.642 -3.459 0.00
C 3.094 -2.407 -2.663 0.10
C 1.847 -1.926 -2.191 0.04
C 1.045 -2.748 -1.380 0.28
N -0.097 -2.344 -0.789 0.15
N -0.762 -3.270 -0.033 -0.05
C -1.846 -2.744 0.443 0.09
O -2.187 -1.487 0.216 0.06
C -2.751 -3.535 1.291 0.01
C -3.781 -2.897 1.983 0.02
C -4.615 -3.621 2.820 0.00
C -4.436 -4.990 2.977 0.03
C -3.412 -5.631 2.284 0.00
C -2.578 -4.914 1.447 0.02
C 1.449 -0.602 -2.572 0.08
O 0.267 -0.086 -2.269 0.09
H 1.817 3.362 -3.042 0.00
H 2.777 2.308 -1.970 0.00
H 1.000 2.144 -2.014 0.00
H 4.177 0.298 -4.400 0.01
H 4.866 -2.041 -3.802 0.00
H 3.392 -3.410 -2.377 0.00
H 1.358 -3.763 -1.157 0.02
H -3.901 -1.829 1.856 0.00
H -5.405 -3.111 3.359 0.00
H -5.088 -5.556 3.633 0.00
H -3.265 -6.700 2.399 0.00
H -1.778 -5.398 0.904 0.00
C -1.736 3.208 -3.014 0.00
C -2.039 1.728 -3.014 0.00
S -2.607 1.056 -1.510 -0.05
C -1.790 0.991 -4.113 -0.02
C -1.101 1.584 -5.316 0.00
S -2.210 -0.698 -4.299 -0.05
H -1.920 3.634 -2.030 0.00
H -2.353 3.739 -3.746 0.00
H -0.691 3.404 -3.271 0.00
H -1.606 2.490 -5.661 0.00
H -1.077 0.877 -6.144 0.00
H -0.066 1.841 -5.073 0.00
O -2.713 -2.574 -2.569 -0.04
C -2.142 -1.530 -2.646 -0.09
C 3.949 0.500 0.154 0.00
Ge 2.440 0.141 1.381 0.00
C 2.920 1.108 3.050 0.00
C 2.639 -1.770 1.846 0.00
Ge 0.115 0.652 0.771 -0.01
C 0.107 2.652 0.754 0.00
C -1.108 3.342 0.790 0.00
C -1.165 4.726 0.715 0.00
C 0.001 5.468 0.581 0.00
C 1.219 4.807 0.530 0.00
C 1.263 3.421 0.620 0.00
C -0.562 0.283 2.627 0.00
C -0.901 1.265 3.556 0.00
C -1.366 0.941 4.824 0.00
C -1.497 -0.388 5.203 0.00
C -1.156 -1.383 4.297 0.00
C -0.698 -1.047 3.033 0.00
H 4.854 0.113 0.630 0.00
H 4.094 1.565 -0.034 0.00
H 3.817 -0.003 -0.803 0.00
H 3.901 0.769 3.393 0.00
H 2.184 0.901 3.827 0.00
H 2.957 2.187 2.897 0.00
H 3.702 -1.994 1.962 0.00
H 2.230 -2.405 1.062 0.00
H 2.128 -1.998 2.782 0.00
H -2.033 2.782 0.858 0.00
H -2.127 5.226 0.745 0.00
H -0.041 6.549 0.510 0.00
H 2.141 5.368 0.418 0.00
H 2.231 2.932 0.575 0.00
H -0.800 2.313 3.292 0.00
H -1.626 1.732 5.519 0.00
H -1.867 -0.645 6.189 0.00
H -1.264 -2.428 4.566 0.00
H -0.450 -1.845 2.341 0.00
```

net charge	-2
spin multiplicity	5
energy relative to the best compared isomer or geometry (same formula, charge and spin)	0.00	kcal per mole
Kohn-Sham gap (alpha / beta)	4.0926 / 5.9379	eV
LUMO level (alpha / beta)	4.6 / 4.6	eV
expectation value of S²	6.2340

# 4
C35H37N2 | ωB97M-V/def2-TZVPD

```
74
Properties=species:S:1:pos:R:3:mulliken_charge:R:1
C -6.263 0.719 -3.218 -0.41
C -5.676 -0.417 -3.793 -0.66
C -4.821 -1.219 -3.034 -0.48
C -4.543 -0.880 -1.706 0.81
C -3.622 -1.765 -0.899 -0.90
N -2.910 -1.034 0.171 0.39
C -3.076 -1.502 1.562 -1.10
C -1.768 -1.896 2.203 0.46
C -1.548 -1.603 3.552 -0.39
C -0.318 -1.911 4.136 -0.65
C 0.681 -2.528 3.373 -0.53
C 0.453 -2.840 2.026 -0.64
C -0.779 -2.530 1.446 -0.04
C -2.040 -0.068 -0.130 -0.96
C -1.398 0.719 0.836 -0.09
C -0.344 1.563 0.552 -0.13
C 0.361 2.316 1.551 0.80
C 1.441 3.162 1.183 -0.28
C 2.150 3.878 2.139 -0.69
C 1.797 3.784 3.497 -0.43
C 0.730 2.963 3.884 -0.70
C 0.017 2.241 2.930 -0.29
C -5.143 0.241 -1.126 -0.15
C -6.002 1.049 -1.881 -0.72
H -6.932 1.343 -3.809 0.38
H -5.885 -0.687 -4.830 0.39
H -4.352 -2.117 -3.447 0.38
H -4.183 -2.570 -0.405 0.47
H -2.871 -2.235 -1.561 0.29
H -3.588 -0.727 2.158 0.30
H -3.753 -2.365 1.510 0.55
H -2.345 -1.113 4.119 0.44
H -0.153 -1.670 5.188 0.41
H 1.635 -2.784 3.832 0.44
H 1.215 -3.335 1.421 0.46
H -0.964 -2.753 0.391 0.33
H -1.846 0.112 -1.194 0.55
H -1.749 0.632 1.867 0.38
H -0.045 1.678 -0.493 0.36
H 1.697 3.228 0.122 0.33
H 2.978 4.519 1.830 0.42
H 2.349 4.349 4.248 0.41
H 0.446 2.881 4.936 0.41
H -0.811 1.607 3.250 0.39
H -4.925 0.488 -0.084 0.30
H -6.458 1.924 -1.415 0.39
C -0.485 -1.458 -4.390 -0.43
C -0.147 -0.102 -4.526 -0.65
C 0.755 0.486 -3.647 -0.44
C 1.365 -0.264 -2.607 0.76
C 2.364 0.355 -1.763 -0.80
C 2.965 -0.255 -0.678 -0.04
N 4.046 0.201 -0.025 0.31
C 4.670 -0.582 1.036 -0.61
C 5.854 0.267 1.523 -0.57
C 6.013 1.420 0.521 -0.59
C 4.905 1.252 -0.538 -0.62
C 0.985 -1.624 -2.464 -0.20
C 0.082 -2.209 -3.350 -0.81
H -1.173 -1.926 -5.095 0.44
H -0.585 0.490 -5.331 0.39
H 1.027 1.539 -3.746 0.35
H 2.688 1.366 -2.034 0.23
H 2.554 -1.188 -0.274 0.20
H 3.957 -0.822 1.841 0.28
H 5.040 -1.542 0.629 0.29
H 5.638 0.653 2.523 0.27
H 6.757 -0.347 1.573 0.32
H 5.898 2.384 1.026 0.25
H 6.996 1.397 0.042 0.33
H 5.359 0.955 -1.503 0.31
H 4.360 2.191 -0.716 0.27
H 1.439 -2.219 -1.671 0.39
H -0.168 -3.267 -3.244 0.42
```

net charge	+1
energy relative to the best compared isomer or geometry (same formula, charge and spin)	19.17	kcal per mole
Kohn-Sham gap	5.0252	eV
LUMO level	-4.3	eV